Below is a cluster of 3 separate species, C23H45F3IN2O3S2 in total at a distorted geometry, with properties calculated with the ωB97M-V functional and the def2-TZVPD basis.

The geometry in XYZ format:
```
79
Properties=species:S:1:pos:R:3:forces:R:3:lowdin_spin:R:1
F -1.284535 0.375920 -2.201785 2.1 -0.6 -2.4 0.000
C -0.426879 0.322538 -3.300944 -1.0 2.5 -1.5 0.000
F -1.002535 -0.453277 -4.317548 1.3 1.2 2.6 0.000
F -0.357989 1.633575 -3.817912 0.0 -3.1 1.3 0.000
O 0.893875 -0.038483 -2.990407 -2.0 -0.9 0.5 0.000
C 0.957874 -1.284249 -2.269992 -0.6 -1.4 0.2 0.000
S 2.661328 -1.292859 -1.464091 -0.2 1.1 -0.1 0.000
S 2.706777 -2.661272 0.133957 -0.3 -0.1 -0.3 0.000
C 3.924240 -1.913142 -2.716730 0.8 -1.5 0.4 0.000
C 5.360242 -1.661842 -2.058318 -0.1 -0.1 0.3 0.000
C 6.600664 -1.977456 -3.024823 -0.2 1.1 0.1 0.000
I 7.994241 -3.245635 -1.875721 -0.6 0.5 -0.9 0.000
H 0.785456 -2.199588 -2.930393 0.5 1.3 0.7 0.000
H 0.224225 -1.370360 -1.401740 1.0 0.5 -1.0 0.000
H 2.322554 -1.901374 1.238211 0.4 0.2 -1.2 0.000
H 3.774666 -1.430917 -3.736149 -0.2 -0.3 1.5 0.000
H 3.747322 -3.043931 -2.769155 0.2 1.6 -0.3 0.000
H 5.444620 -2.374664 -1.162343 -0.3 1.3 -1.2 0.000
H 5.444799 -0.576652 -1.701290 -0.2 -1.6 -0.4 0.000
H 6.325698 -2.429831 -4.026801 0.4 0.3 1.4 0.000
H 7.161062 -1.000177 -3.217178 -0.8 -1.5 0.2 0.000
C 2.011915 2.360481 4.019818 -0.2 0.3 -0.1 0.002
C 3.279524 1.506058 3.745872 -1.5 0.3 1.5 0.025
C 4.515404 2.137483 4.424703 0.5 0.0 -0.3 0.014
C 5.081740 3.356171 3.702736 -0.1 0.0 0.0 0.001
C 5.305376 3.055180 2.226012 0.1 -0.2 0.4 0.014
C 4.039864 2.513636 1.535555 -0.5 1.6 -1.3 0.026
N 3.443807 1.352610 2.265065 3.7 -2.1 0.4 0.347
O 4.238317 0.277494 2.047849 -1.9 1.2 -0.2 0.562
C 3.005821 3.656730 1.403223 -0.2 0.1 0.3 0.001
C 4.379715 2.162369 0.067073 0.1 -0.7 0.2 -0.001
C 2.996972 0.164818 4.466159 0.5 -0.4 -0.6 -0.001
H 1.318090 2.334512 3.175101 0.1 0.0 0.0 0.002
H 1.444848 1.986327 4.875227 0.3 -0.1 0.0 0.000
H 2.247351 3.402747 4.242812 0.0 0.0 -0.1 0.000
H 5.315983 1.390760 4.498278 -0.2 -0.1 -0.1 0.002
H 4.271698 2.413843 5.455341 -0.2 -0.2 -0.1 0.001
H 4.415390 4.215010 3.825131 0.0 0.0 0.0 0.000
H 6.032084 3.642731 4.162885 -0.1 0.0 0.0 0.001
H 5.648454 3.964474 1.722071 -0.2 -0.1 -0.1 0.001
H 6.124702 2.332526 2.133289 -0.2 -0.1 -0.1 0.003
H 2.071531 3.294731 0.963963 0.1 0.0 0.1 0.001
H 3.388275 4.447055 0.751132 0.1 -0.2 0.0 0.000
H 2.769064 4.146943 2.345299 0.0 -0.1 0.0 0.000
H 5.188836 1.431756 -0.015803 -0.1 0.0 0.2 -0.001
H 4.710274 3.051774 -0.475823 -0.1 0.0 0.3 0.000
H 3.503157 1.765091 -0.455245 0.0 0.0 0.1 0.000
H 2.140488 -0.353501 4.024765 0.0 0.1 0.0 0.000
H 2.772117 0.336920 5.521575 0.0 0.3 -0.2 0.000
H 3.855972 -0.511282 4.448044 -0.1 0.1 -0.2 -0.001
C -5.413187 0.773022 -0.809395 -0.3 0.2 -0.1 0.002
C -4.822279 -0.661930 -0.861750 0.5 1.9 -0.2 0.023
C -4.671967 -1.131850 -2.326004 -0.1 -0.4 -0.1 0.013
C -5.977143 -1.557311 -2.991948 0.0 0.1 0.0 0.001
C -6.727550 -2.557581 -2.120911 0.4 0.0 -0.1 0.014
C -6.953487 -2.039878 -0.688282 -2.2 0.2 0.0 0.024
N -5.689150 -1.567500 -0.046230 2.3 -3.4 -1.0 0.329
O -4.955532 -2.659280 0.273561 -1.2 1.9 0.1 0.587
C -8.001004 -0.901728 -0.719734 0.1 0.3 -0.1 0.001
C -7.646874 -3.145987 0.142537 0.7 -0.2 0.2 -0.001
C -3.396001 -0.506929 -0.281714 -0.1 -0.7 0.4 -0.001
H -6.049469 0.914407 0.068038 0.0 -0.1 -0.1 0.002
H -4.632346 1.533526 -0.729924 0.1 -0.2 -0.1 0.000
H -5.991681 1.022450 -1.700918 -0.1 -0.1 0.1 0.000
H -3.981192 -1.983978 -2.369732 -0.1 0.0 0.2 0.002
H -4.206380 -0.341027 -2.924013 0.0 0.1 0.3 0.001
H -6.600615 -0.683154 -3.201155 0.0 0.0 0.0 0.000
H -5.759043 -2.012665 -3.963042 0.0 0.1 0.1 0.001
H -7.687539 -2.793995 -2.590876 0.0 0.1 0.3 0.001
H -6.164202 -3.497897 -2.098162 0.0 0.1 0.2 0.003
H -8.147426 -0.473306 0.275857 0.1 -0.1 -0.1 0.001
H -8.969680 -1.280566 -1.057730 0.2 -0.2 0.1 0.000
H -7.751362 -0.092120 -1.403281 0.1 0.0 0.1 0.000
H -7.072999 -4.075110 0.170978 0.1 0.2 0.0 -0.001
H -8.620504 -3.397537 -0.286825 0.1 0.3 -0.1 0.000
H -7.816556 -2.816423 1.171591 0.1 0.0 -0.1 0.000
H -3.422186 -0.193081 0.765466 -0.1 -0.1 0.0 0.000
H -2.835850 0.244956 -0.836878 -0.5 0.0 0.1 0.000
H -2.811267 -1.429296 -0.350480 -0.2 -0.1 0.1 -0.001
```
Forces are in eV/Å.

Expectation value of S²: 2.01
Net charge: +1
Multiplicity: 3
HOMO-LUMO gap (alpha / beta): 6.0304 / 6.6816 eV
E_HOMO (alpha / beta): -10.550 / -11.201 eV
Electronic energy: -71614.705 eV
Maximum force: 4.3 eV/A



Below is a cluster of 2 separate species, CH4S2 in total at a distorted geometry, with properties calculated with the ωB97M-V functional and the def2-TZVPD basis.

The geometry in XYZ format:
```
7
Properties=species:S:1:pos:R:3:forces:R:3:lowdin_charge:R:1
C 1.061317 -0.662918 -1.203988 0.1 1.5 4.2 -0.611
S -1.272364 1.015560 2.044552 0.7 1.0 0.1 0.458
S 2.465534 -0.035983 -1.575150 0.8 0.5 0.1 0.618
H 0.586500 -1.174443 -1.938675 -1.9 -1.7 -1.8 -0.062
H 0.567105 -0.549880 -0.127758 1.0 -0.3 -2.4 0.035
H -1.913826 -0.139092 1.994492 -0.4 -0.2 -0.6 -0.240
H -1.494266 1.546756 0.806527 -0.2 -0.8 0.5 -0.199
```
Forces are in eV/Å.

HOMO-LUMO gap: 8.5593 eV
E_HOMO: -8.833 eV
Electronic energy: -22770.676 eV
Maximum force: 4.4 eV/A



Below is a structure of composition C4H3AuO5 at a distorted geometry, with properties calculated with the ωB97M-V functional and the def2-TZVPD basis.

The geometry in XYZ format:
```
13
Properties=species:S:1:pos:R:3:forces:R:3:lowdin_spin:R:1
O 3.300855 0.073262 0.962373 -3.0 1.4 -1.7 0.466
C 2.299512 0.431729 0.395449 2.6 -4.2 1.5 0.324
C 0.185844 -0.498567 -0.607891 -0.6 1.5 -1.5 0.031
C -1.079851 -1.200626 -0.128645 -0.1 -0.5 0.0 0.020
O -1.898174 -0.173579 0.441925 -0.1 0.0 -0.2 0.020
C -1.374119 1.033787 0.314736 -1.6 1.4 3.3 0.029
O -0.267906 0.984026 -0.448552 1.0 -2.4 -1.7 0.260
O -1.684115 2.026247 0.918338 0.2 -1.2 -1.4 0.057
O 1.261902 -0.761949 0.167225 1.1 0.9 1.2 0.302
H 0.419141 -0.540427 -1.680641 -0.2 -0.2 0.3 0.002
H -0.842426 -1.925428 0.657232 -0.1 0.1 -0.2 0.002
H -1.625537 -1.677061 -0.950483 0.2 0.1 0.2 0.002
Au 1.304874 2.228582 -0.041070 0.6 3.1 0.2 1.487
```
Forces are in eV/Å.

Expectation value of S²: 3.77
Net charge: +1
Multiplicity: 4
HOMO-LUMO gap (alpha / beta): 7.1212 / 5.6223 eV
E_HOMO (alpha / beta): -12.614 / -16.163 eV
Electronic energy: -18110.966 eV
Maximum force: 5.2 eV/A



Below is the ion C11H15NPS with charge +1 at a distorted geometry, with properties calculated with the ωB97M-V functional and the def2-TZVPD basis.

The geometry in XYZ format:
```
29
Properties=species:S:1:pos:R:3:forces:R:3:lowdin_charge:R:1
C 1.500996 -1.744382 -0.253693 0.0 0.4 0.0 -0.025
C 0.203177 -2.193934 -0.414341 -0.2 -1.1 1.6 -0.046
C 0.851448 0.453454 0.302904 -0.9 -1.1 -0.7 0.036
C 1.902840 -0.445732 0.105005 -3.7 -0.9 -0.9 -0.206
C -0.475176 0.075119 0.099466 -0.4 -1.3 1.8 -0.256
C -0.815727 -1.259096 -0.072512 0.6 -0.8 -2.2 -0.447
C 4.052811 -0.897449 0.967656 -2.3 1.7 -2.5 0.122
C 3.262962 -0.112819 0.215731 1.9 1.1 0.9 -0.327
C -1.662047 0.977844 0.430345 -0.4 -2.5 1.8 -0.150
C -2.917577 0.254164 -0.117497 -1.5 0.8 -0.8 -0.877
C 3.603853 1.291391 -0.243386 2.6 1.9 0.0 -0.065
N -3.258297 0.734591 -1.662430 0.3 -2.1 -0.6 0.110
P -4.667299 0.589898 0.679958 1.3 0.7 2.0 0.851
S -2.581935 -1.500345 -0.193819 0.5 0.0 0.3 0.972
H 2.289134 -2.442222 -0.371702 0.6 -0.7 -0.3 0.109
H 0.159795 -3.344821 -0.495709 -0.8 2.2 -0.2 0.151
H 0.897057 1.409895 0.718732 1.0 1.6 0.3 0.112
H 4.993014 -0.603661 1.156161 3.4 0.8 0.7 0.037
H 3.730884 -1.828504 1.250133 -0.8 -2.0 1.0 0.051
H -1.968035 0.992782 1.543134 1.2 0.1 -1.4 0.137
H -1.236527 1.887073 0.130311 -1.0 2.1 -0.7 0.106
H 3.377079 1.979527 0.589543 -0.4 -0.1 -0.2 0.071
H 4.798828 1.455038 -0.218593 -2.7 -0.6 -0.7 0.128
H 3.095325 1.787994 -1.188705 1.1 -1.6 1.8 0.121
H -2.373400 0.730069 -2.181231 -0.1 0.4 0.0 0.151
H -3.787318 1.586486 -1.785517 0.2 0.7 0.3 0.121
H -3.834877 0.009847 -2.167868 0.6 0.5 0.9 0.154
H -4.143280 0.874970 2.091929 -0.6 -0.2 -1.9 -0.026
H -4.997694 -0.717164 1.086006 0.1 -0.2 -0.3 -0.115
```
Forces are in eV/Å.

Net charge: +1
HOMO-LUMO gap: 7.8473 eV
E_HOMO: -11.257 eV
Electronic energy: -33254.909 eV
Maximum force: 3.9 eV/A



Below is the molecule C23H26N2O8S at a distorted geometry, with properties calculated with the ωB97M-V functional and the def2-TZVPD basis.

The geometry in XYZ format:
```
60
Properties=species:S:1:pos:R:3:forces:R:3:lowdin_charge:R:1
C 9.494666 1.675061 -0.365029 0.2 0.1 -0.1 -0.077
H 9.998156 2.310117 0.362554 0.0 0.0 -0.1 0.097
O 8.238881 1.388629 0.199346 -0.5 -0.2 0.0 -0.118
C 7.359638 0.603422 -0.502533 0.1 0.1 0.0 -0.182
C 7.664550 0.059683 -1.741635 0.0 0.1 0.1 -0.015
C 6.757519 -0.742038 -2.419688 0.0 -0.1 0.0 -0.077
C 5.532200 -1.013568 -1.863342 0.0 0.1 0.2 -0.031
C 5.182739 -0.481297 -0.617921 0.8 0.3 -0.2 -0.131
C 6.099396 0.342408 0.076024 -0.2 -0.2 -0.2 -0.135
O 5.661808 0.788414 1.277872 0.0 -0.3 -0.3 -0.069
C 6.369811 1.735617 2.047244 0.2 0.4 0.4 -0.058
H 7.318065 1.336561 2.410654 -0.1 0.0 0.0 0.095
H 5.717024 1.948263 2.894186 0.1 0.0 -0.1 0.097
H 6.552441 2.655607 1.489213 0.0 -0.1 0.0 0.099
C 3.894731 -0.735209 -0.017418 -0.8 -0.3 0.2 0.025
C 2.964670 -1.611026 -0.435126 0.5 0.2 -0.1 0.024
C 1.707233 -1.752026 0.281138 -0.2 0.2 0.4 -0.474
O 1.365925 -1.110253 1.258690 0.1 -0.2 0.0 0.072
O 0.933127 -2.701928 -0.272215 0.2 0.1 -0.3 0.024
C -0.271766 -3.068890 0.386716 -0.4 -0.2 0.3 -0.056
C -1.468911 -2.159266 0.057681 0.5 -0.2 0.2 -0.423
O -2.471199 -2.591521 -0.461452 -0.2 -0.2 -0.2 0.089
N -1.267616 -0.879535 0.459140 0.3 0.3 0.2 0.145
C -2.134202 0.202178 0.324827 -0.4 0.2 -0.1 -0.192
C -3.255685 0.172552 -0.501993 0.1 -0.3 -0.1 0.007
C -4.074029 1.281549 -0.556784 -0.5 0.1 -0.3 -0.259
C -3.816761 2.423000 0.175934 -0.1 0.2 0.0 -0.067
C -2.684380 2.461055 0.975597 0.0 -0.1 -0.1 -0.061
C -1.852086 1.360146 1.052641 -0.1 -0.1 -0.1 -0.005
H -0.970897 1.386704 1.677276 0.1 0.0 0.1 0.118
H -2.452760 3.349125 1.543515 0.0 0.1 0.0 0.108
H -4.489292 3.260858 0.091359 0.0 0.1 0.0 0.111
S -5.573471 1.187127 -1.536188 -0.3 0.0 0.0 0.669
O -6.114750 2.507258 -1.676915 0.1 0.0 0.3 -0.284
O -5.335863 0.405597 -2.710668 0.2 -0.3 0.2 -0.270
N -6.638353 0.330736 -0.581410 0.5 0.5 -0.7 -0.234
C -6.363204 -1.075396 -0.392597 -0.1 -0.6 0.1 -0.172
H -6.093995 -1.492419 -1.361963 0.0 -0.2 0.1 0.126
C -7.629223 -1.733627 0.161159 0.2 0.0 -0.2 -0.181
H -7.443894 -2.779815 0.407895 0.0 0.1 -0.1 0.130
O -8.038807 -1.112259 1.359396 0.0 -0.1 0.2 -0.128
C -8.299268 0.257455 1.159940 0.2 0.3 -0.1 -0.186
H -8.601652 0.655564 2.129876 0.0 0.1 -0.1 0.128
C -7.056436 0.982923 0.636733 -0.4 0.2 0.5 -0.176
H -7.280428 2.020863 0.392457 -0.1 0.0 0.2 0.122
H -6.261781 0.943969 1.399382 -0.1 0.0 0.0 0.134
H -9.117430 0.382096 0.436096 0.0 0.0 0.1 0.131
H -8.430756 -1.663899 -0.588013 0.1 0.0 0.0 0.131
H -5.536038 -1.226912 0.317700 0.0 0.0 -0.1 0.130
H -3.480522 -0.689112 -1.106808 0.1 -0.1 0.0 0.106
H -0.400692 -0.695160 0.969359 -0.2 -0.2 -0.2 0.108
H -0.113439 -3.063734 1.472797 0.0 -0.1 -0.2 0.141
H -0.502444 -4.078342 0.042193 0.0 0.2 0.1 0.139
H 3.083606 -2.258423 -1.288451 0.1 0.0 -0.1 0.112
H 3.668494 -0.160851 0.871240 -0.1 0.0 0.0 0.127
H 4.823847 -1.628805 -2.392068 -0.1 -0.1 -0.1 0.107
H 7.025979 -1.147256 -3.382662 0.0 0.0 -0.1 0.106
H 8.623019 0.254449 -2.193866 0.1 0.1 0.0 0.103
H 10.085330 0.766666 -0.519877 0.0 0.0 0.0 0.098
H 9.399150 2.216915 -1.311232 0.0 0.0 0.0 0.099
```
Forces are in eV/Å.

HOMO-LUMO gap: 8.1431 eV
E_HOMO: -8.566 eV
Electronic energy: -54467.133 eV
Maximum force: 1.0 eV/A



Below is a structure of composition C7H10O at a distorted geometry, with properties calculated with the ωB97M-V functional and the def2-TZVPD basis.

The geometry in XYZ format:
```
18
Properties=species:S:1:pos:R:3:forces:R:3:lowdin_charge:R:1
C -2.535237 -0.413462 -0.488430 -3.5 5.4 2.7 -0.001
C -1.854551 0.516078 0.429834 -1.8 -2.2 -4.2 -0.013
C -0.304652 0.156908 0.245086 -1.4 3.8 2.3 -0.570
C 0.696141 1.309059 -0.084010 1.7 0.1 2.9 -0.058
C 1.942661 0.349649 -0.450521 -1.5 -1.0 -0.5 -0.081
C 1.269468 -1.014983 -0.162631 -2.2 2.5 0.0 -0.180
C 0.453688 -0.821098 1.078893 -2.4 -3.3 0.3 -0.069
H -2.157788 -1.060053 -1.215443 1.6 -1.1 -0.2 0.005
H -3.758488 -0.338554 -0.820364 3.3 0.2 1.7 0.105
H -2.412670 1.593472 0.887269 2.0 -3.9 -1.2 0.169
H 0.417877 1.830502 -0.979491 -0.4 0.4 -0.1 0.100
H 0.876886 2.004244 0.819343 -0.1 -0.8 -1.6 0.133
H 2.813779 0.355469 0.122032 1.8 1.1 0.7 0.081
H 2.073529 0.305943 -1.548175 0.5 0.5 0.7 0.121
H 1.633792 -1.997877 -0.351292 0.5 -0.4 -0.9 0.142
H -0.123227 -1.749038 1.498836 0.7 1.6 -1.4 0.172
H 0.937787 -0.466552 1.848223 2.7 2.0 4.4 0.055
O 0.031010 -0.559706 -0.829163 -1.6 -5.0 -5.5 -0.111
```
Forces are in eV/Å.

HOMO-LUMO gap: 10.1270 eV
E_HOMO: -9.056 eV
Electronic energy: -9462.676 eV
Maximum force: 7.7 eV/A